Entry 1:
Computed, not measured: one molecule with the formula C15H20N2O4, with ωB97M-V with the def2-TZVPD basis set.

Values from the calculation:
- SMILES: CCOC(=O)C/C(C)=N/NC(=O)COc1ccccc1C
- Highest occupied orbital energy: -8.81 eV
- Frontier orbital gap: 9.4 eV
- E_LUMO: 0.6 eV
- ΔE to the lowest compared entry with this formula, charge and spin: 55.0 kcal/mol

Each line ends with the Mulliken charge.
Cartesian coordinates (Å):
C  -5.4175  -1.6075  1.5289  -1.1966
C  -4.4232  -1.3519  0.4073  -0.2322
H  -3.6844  -2.1555  0.3416  0.2608
H  -4.9342  -1.2467  -0.5544  0.3538
O  -3.6849  -0.1541  0.6677  -0.2473
C  -3.7376  0.8236  -0.2223  0.7451
O  -4.4580  0.8624  -1.1835  -0.6253
C  -2.7325  1.9130  0.1247  -0.9138
C  -1.3721  1.4981  -0.3633  0.8546
N  -1.2323  0.2825  -0.6902  -0.4867
N  -0.0589  -0.1972  -1.1516  0.0880
C  0.1390  -1.5319  -1.3210  0.3538
O  -0.6803  -2.3925  -1.1168  -0.5946
C  1.5555  -1.8442  -1.8277  -0.4523
O  2.5022  -0.8347  -1.5744  -0.5640
C  2.8826  -0.6021  -0.2721  1.0435
C  2.3331  -1.2395  0.8306  -0.5975
C  2.7757  -0.9177  2.1041  -0.7711
C  3.7578  0.0369  2.2816  -0.6724
C  4.3013  0.6738  1.1772  -0.5743
C  3.8788  0.3708  -0.1051  0.6979
C  4.4530  1.0504  -1.3095  -1.3236
H  4.8265  0.3094  -2.0141  0.3078
H  5.2635  1.7165  -1.0271  0.3987
H  3.6856  1.6279  -1.8245  0.2524
H  5.0699  1.4209  1.3122  0.3679
H  4.1013  0.2876  3.2734  0.3861
H  2.3414  -1.4197  2.9551  0.4049
H  1.5572  -1.9799  0.7148  0.3778
H  1.8686  -2.8121  -1.4187  0.3599
H  1.5118  -1.9316  -2.9182  0.3357
H  0.7214  0.4312  -1.3381  0.3278
C  -0.3019  2.5574  -0.4228  -1.4901
H  -0.0532  2.7873  -1.4598  0.3397
H  0.6040  2.2158  0.0806  0.3602
H  -0.6432  3.4685  0.0583  0.3566
H  -2.7007  2.0547  1.2070  0.3369
H  -3.0303  2.8454  -0.3578  0.4333
H  -5.9359  -2.5447  1.3485  0.3899
H  -4.8998  -1.6666  2.4828  0.2940
H  -6.1490  -0.8041  1.5768  0.3149


Entry 2:
Computed, not measured: one molecule with the formula C4H5ClN2S, with ωB97M-V with the def2-TZVPD basis set.

Values from the calculation:
- SMILES: S[C@@]1(Cl)CN=CC=N1
- Highest occupied orbital energy: -9.39 eV
- Frontier orbital gap: 8.4 eV
- E_LUMO: -1.0 eV
- ΔE to the lowest compared entry with this formula, charge and spin: 53.1 kcal/mol

Each line ends with the Mulliken charge.
Cartesian coordinates (Å):
C  0.6287  -0.7483  -1.3774  -0.0068
C  -0.6377  -1.1413  -0.8156  -0.0771
C  1.1197  0.4410  0.5039  -0.5065
C  -0.3421  0.5158  0.6524  0.2429
N  1.4962  -0.0494  -0.7270  -0.4351
N  -1.1019  -0.6584  0.2748  -0.5409
S  -0.9972  1.3843  2.0348  -0.1773
Cl  -0.9702  1.7763  -0.9425  -0.2439
H  0.9793  -1.2043  -2.3934  0.3079
H  -1.0311  -2.0545  -1.1649  0.4431
H  1.6019  1.3336  0.8091  0.4288
H  1.3464  -0.2921  1.1618  0.4013
H  -2.0921  0.6972  1.9840  0.1636


Entry 3:
Computed, not measured: C40H64AsN3O6PPbSi3 as an isolated structure, with ωB97M-V with the def2-TZVPD basis set.

Values from the calculation:
- Net charge: +1
- Highest occupied orbital energy: -10.08 eV
- Frontier orbital gap: 6.7 eV
- E_LUMO: -3.4 eV

Each line ends with the Mulliken charge.
Cartesian coordinates (Å):
Pb  0.0886  -0.2129  -0.1929  1.1515
C  0.4200  -2.3110  4.2759  -0.8380
O  -0.3491  -3.1216  3.3579  -0.3975
C  -0.5594  -2.3592  2.2879  -0.0719
N  -0.1185  -1.1665  2.2725  1.5347
C  0.7070  -1.0089  3.4906  0.2157
C  0.4485  0.2383  4.2983  -0.0489
C  -0.2128  1.3383  3.7783  -0.5246
C  -0.4255  2.4703  4.5541  0.2207
C  0.0410  2.5198  5.8559  -0.7406
C  0.7288  1.4312  6.3773  -0.8336
C  0.9270  0.2998  5.6071  -0.4964
C  -1.2198  -3.0574  1.1564  -0.3255
C  -1.7598  -4.3276  1.3061  -0.6968
C  -2.2687  -4.9583  0.1830  -0.8737
C  -2.1831  -4.3272  -1.0496  -0.6309
C  -1.6131  -3.0642  -1.1035  -0.4579
N  -1.1743  -2.4342  -0.0166  0.9485
C  -1.3561  -2.3974  -2.4011  0.1853
N  -0.7257  -1.3022  -2.5593  0.4836
C  -0.4544  -1.2088  -4.0137  0.8749
C  -1.4382  -2.2224  -4.6043  -0.7699
O  -1.7441  -3.0813  -3.4803  -0.4089
C  -0.4874  0.1805  -4.5950  0.1523
C  -1.0909  0.4323  -5.8198  -0.8929
C  -0.9755  1.6796  -6.4201  -0.8836
C  -0.2405  2.6799  -5.8093  -0.5920
C  0.3672  2.4351  -4.5845  -1.4128
C  0.2348  1.1988  -3.9789  0.9458
H  1.3119  -2.8746  4.5396  0.2622
H  -0.1914  -2.1401  5.1625  0.5088
H  1.7427  -0.9895  3.1371  0.2352
H  -0.5745  1.3066  2.7546  -0.2568
H  -0.9548  3.3145  4.1311  0.4838
H  -0.1185  3.4000  6.4610  0.4551
H  1.1076  1.4622  7.3883  0.4231
H  1.4749  -0.5316  6.0299  0.4811
H  -1.7601  -4.7988  2.2756  0.6744
H  -2.7051  -5.9432  0.2613  0.4877
H  -2.5248  -4.7994  -1.9566  0.6184
H  0.5718  -1.5767  -4.1466  -0.1465
H  -1.0194  -2.8421  -5.3920  0.2778
H  -2.3743  -1.7684  -4.9357  0.4458
H  -1.6420  -0.3432  -6.3348  0.4223
H  -1.4521  1.8603  -7.3734  0.4268
H  -0.1374  3.6458  -6.2833  0.4586
H  0.9510  3.2077  -4.1059  0.4955
H  0.7255  1.0136  -3.0319  -0.1629
C  2.2688  -4.9446  1.7389  -1.5680
C  3.3225  -3.8694  1.5238  1.8164
C  4.3211  -4.3434  0.4769  -1.7451
C  4.0288  -3.4952  2.8167  -1.3677
O  2.5756  -2.7027  1.0764  0.1296
P  3.2714  -1.5449  0.2026  -0.5039
O  4.6776  -1.2806  0.5431  -0.8666
O  2.2974  -0.3668  0.2851  -0.4670
O  3.0664  -2.2023  -1.2573  0.0851
C  3.7994  -1.8075  -2.4325  1.8560
C  3.6290  -0.3153  -2.6573  -2.0038
C  5.2692  -2.1731  -2.2925  -1.9411
C  3.1515  -2.6129  -3.5552  -1.4213
H  2.7372  -5.8536  2.1127  0.4825
H  1.7719  -5.1750  0.7960  0.3176
H  1.5170  -4.6259  2.4558  0.1787
H  4.7624  -5.2785  0.8203  0.6048
H  5.1146  -3.6147  0.3313  0.4281
H  3.8231  -4.5226  -0.4742  0.2116
H  4.6267  -4.3318  3.1743  0.4460
H  3.3050  -3.2338  3.5910  0.1100
H  4.6826  -2.6420  2.6438  0.3382
H  4.0457  0.2506  -1.8240  0.3613
H  2.5718  -0.0637  -2.7516  0.6365
H  4.1390  -0.0160  -3.5714  0.6190
H  5.7355  -1.6114  -1.4888  0.3736
H  5.7821  -1.9558  -3.2288  0.4832
H  5.3727  -3.2362  -2.0830  0.3306
H  2.0670  -2.6052  -3.4398  -0.0446
H  3.4808  -3.6505  -3.5284  0.4279
H  3.4108  -2.1944  -4.5270  0.4038
C  -3.7530  5.1880  -0.0415  -1.0016
Si  -3.0527  3.7470  -1.0158  0.2656
C  -4.4282  2.7671  -1.8292  -1.1470
C  -2.0599  4.4639  -2.4275  -0.9180
As  -1.7609  2.2979  0.4123  0.0714
Si  -3.5989  1.3521  1.6597  0.6818
C  -4.0902  -0.0252  0.4722  -0.6753
C  -3.2817  0.4512  3.2681  -0.8944
C  -4.9804  2.5590  2.0266  -1.2358
Si  0.1551  3.6714  0.8888  0.7523
C  1.3616  3.0025  2.1420  -0.5792
C  1.0086  3.4617  -0.7732  -0.0782
C  -0.2302  5.4644  1.2236  -1.2244
H  -4.3577  5.8064  -0.7073  0.3983
H  -2.9610  5.8145  0.3579  0.2616
H  -4.3766  4.8809  0.7905  0.2689
H  -4.9597  3.4400  -2.5045  0.4323
H  -5.1563  2.3545  -1.1407  0.3376
H  -4.0171  1.9549  -2.4288  0.2704
H  -2.7291  5.1387  -2.9652  0.4493
H  -1.7299  3.6935  -3.1229  -0.0047
H  -1.1967  5.0464  -2.1180  0.3572
H  -3.2203  -0.6599  0.2836  -0.2138
H  -4.4638  0.3125  -0.4865  0.2932
H  -4.8559  -0.6466  0.9386  0.4358
H  -2.4379  -0.2317  3.2249  -0.0820
H  -4.1834  -0.1388  3.4403  0.5112
H  -3.1433  1.1118  4.1201  0.2874
H  -5.4230  3.0225  1.1536  0.3391
H  -4.6211  3.3469  2.6882  0.3286
H  -5.7687  2.0205  2.5546  0.4190
H  1.5121  1.9259  2.0521  -0.0963
H  1.1054  3.2354  3.1739  0.2380
H  2.3179  3.4755  1.9118  0.5961
H  1.4557  2.4675  -0.8436  -0.1652
H  1.8248  4.1796  -0.8698  0.5350
H  0.3340  3.5938  -1.6097  -0.4046
H  -0.8478  5.6051  2.1082  0.3678
H  -0.7239  5.9338  0.3770  0.2933
H  0.7127  5.9888  1.3856  0.4106


Entry 4:
Computed, not measured: C3HO2S as an isolated structure, with ωB97M-V with the def2-TZVPD basis set.

Values from the calculation:
- Net charge: -1
- Highest occupied orbital energy: -3.14 eV
- Frontier orbital gap: 7.0 eV
- E_LUMO: 3.9 eV
- ΔE to the lowest compared entry with this formula, charge and spin: 11.2 kcal/mol

Each line ends with the Mulliken charge.
Cartesian coordinates (Å):
C  1.5472  -0.3395  -0.1267  0.0179
C  1.8528  -1.4465  0.4759  -0.5693
C  -1.5910  0.5774  0.0894  0.6510
O  -0.8852  1.5382  0.1294  -0.4923
O  -2.6289  0.0130  0.0922  -0.4731
S  -0.0431  -1.1519  -0.3793  -0.3821
H  1.7484  0.8093  -0.2808  0.2480


Entry 5:
Computed, not measured: C15H26FeN6O7 as an isolated structure, with ωB97M-V with the def2-TZVPD basis set.

Values from the calculation:
- Net charge: +1
- Highest occupied orbital energy (spin up / spin down): -10.29 / -10.23 eV
- Frontier orbital gap (spin up / spin down): 7.0 / 5.4 eV
- E_LUMO (spin up / spin down): -3.3 / -4.8 eV
- 2S+1: 6
- ΔE to the lowest compared entry with this formula, charge and spin: 0.0 kcal/mol

Each line ends with the Löwdin spin population.
Cartesian coordinates (Å):
O  3.3467  -1.0213  1.1464  0.0041
H  3.9594  -1.2791  0.4560  0.0003
Fe  -0.2624  -0.2359  -0.5884  3.7704
N  0.7045  -0.1909  -2.1599  0.1051
N  0.6915  1.4394  -0.2630  0.2615
N  -1.3866  -1.7448  -0.5798  0.0217
N  -1.3408  -0.0478  1.0472  0.0750
O  0.5543  -1.1595  -2.9935  0.1888
O  -1.3340  -2.6975  -1.5940  0.0064
O  -1.0852  0.8417  2.0267  0.0267
O  0.7449  2.1163  0.8470  0.3261
C  1.6054  1.7172  -1.2112  -0.0385
C  1.7075  0.7338  -2.2314  0.1214
C  -2.3280  -1.9798  0.3566  0.0073
C  -2.3514  -0.9072  1.2786  -0.0229
C  2.8299  0.6081  -3.1910  0.0189
H  3.7206  0.0810  -2.8012  0.0068
H  3.1501  1.6228  -3.4471  0.0027
H  2.4825  0.0865  -4.0901  0.0018
C  2.4775  2.8778  -1.0127  -0.0138
H  3.0737  2.7970  -0.0906  -0.0038
H  1.8662  3.7916  -0.9395  -0.0036
H  3.1794  2.9768  -1.8487  0.0003
C  -3.1100  -3.2335  0.4987  0.0023
C  -3.1294  -0.8314  2.5228  -0.0043
H  -2.5761  -4.0917  0.0710  0.0005
H  -4.0916  -3.1400  0.0087  0.0005
H  -3.3055  -3.4617  1.5593  0.0000
H  -2.9996  0.1248  3.0391  0.0003
H  -2.8689  -1.5930  3.2718  -0.0018
H  -4.1961  -0.9834  2.3383  -0.0012
H  -0.6530  -2.3619  -2.1985  0.0003
H  -0.2367  1.4020  1.5925  -0.0013
C  3.7201  -0.6219  2.4375  0.0008
H  4.6473  -0.1082  2.5997  0.0001
H  3.7307  -1.5683  2.9790  0.0000
H  2.8571  -0.0270  2.8138  0.0002
O  1.2211  -1.2555  0.0862  0.0562
H  2.2631  -0.9980  0.4825  0.0032
H  1.1803  -2.2056  0.2073  0.0039
N  -4.6927  4.5715  -1.3905  0.0004
C  -3.5974  3.9565  -0.8612  0.0009
O  -2.9197  4.4601  0.0173  0.0007
C  -3.2958  2.6292  -1.5042  0.0033
C  -3.9830  2.0274  -2.5797  -0.0077
C  -3.4940  0.8404  -3.1111  0.0047
C  -2.3061  0.3120  -2.6076  0.0017
N  -1.6632  0.8380  -1.5508  0.0748
C  -2.1619  1.9872  -1.0038  -0.0010
H  -4.9819  5.4469  -0.9852  0.0000
H  -5.3129  4.1205  -2.0169  0.0000
H  -4.8649  2.5026  -2.9832  -0.0005
H  -3.9987  0.2978  -3.9092  0.0007
H  -1.8472  -0.5736  -3.0177  -0.0001
H  -1.5892  2.3847  -0.1524  -0.0003


One value per record, in order, for calculated total energy: -27049.33332, -30564.59582, -158285.37993, -18055.85640, -73624.06153 eV.